[1]
The following is a quantum chemistry calculation of 6 unconnected molecules or ions with the total composition C16H26Cl8F6O4 at a distorted geometry, from OMol25.

ORCA input file:
```
! wB97M-V def2-TZVPD RIJCOSX def2/J DEFGRID3
* xyz 0 1
C 0.55696 -0.61847 -1.30911
C -0.28834 0.60078 -0.99968
O 0.21864 1.16710 0.22667
C -0.62335 1.82388 0.99871
O -1.81363 1.77032 0.95440
C 0.11571 2.59324 2.10832
F -0.22394 2.16411 3.33149
F 1.46061 2.40894 2.00948
F -0.10774 3.90481 2.01876
H 1.61731 -0.37780 -1.32593
H 0.29343 -0.96792 -2.31051
H 0.32016 -1.45306 -0.65015
H -1.34698 0.36033 -0.96772
H -0.09950 1.35919 -1.76056
C -2.98964 -2.91988 -1.57713
C -2.14588 -4.19750 -1.47471
O -2.48710 -5.12222 -2.47816
C -3.30665 -6.11992 -2.20401
O -3.81400 -6.32881 -1.15498
C -3.63056 -6.98349 -3.44546
F -4.57629 -6.34829 -4.15340
F -2.55056 -7.13546 -4.22842
F -4.07199 -8.17355 -3.07109
H -2.78625 -2.29121 -2.44026
H -3.10584 -2.30614 -0.68339
H -4.00862 -3.33445 -1.63514
H -2.30380 -4.55600 -0.45797
H -1.10841 -3.91157 -1.64543
Cl -1.83198 1.11396 8.12369
C -0.81235 -0.09119 7.32907
C 0.23821 0.69340 6.55505
Cl 1.47435 -0.31634 5.69692
H -1.41776 -0.65171 6.61581
H -0.42444 -0.82478 8.02906
H 0.73467 1.36928 7.24962
H -0.22320 1.33337 5.80928
Cl 1.49843 4.22720 5.99034
C 2.74714 4.47825 4.74990
C 4.08107 4.81668 5.39542
Cl 4.65935 3.51658 6.48306
H 2.37329 5.19056 4.02087
H 2.89628 3.53483 4.22094
H 3.96998 5.69612 6.02665
H 4.88583 4.96072 4.68136
Cl -0.01090 -2.80462 -4.17595
C 1.43504 -2.31317 -5.10459
C 1.33744 -2.92166 -6.47635
Cl 2.62551 -2.36450 -7.55879
H 2.35686 -2.55092 -4.57170
H 1.52176 -1.22419 -5.13787
H 0.36729 -2.74377 -6.94067
H 1.33691 -4.01209 -6.41195
Cl -0.25431 4.63631 -0.95231
C 1.11841 4.80503 -2.07802
C 0.65967 4.41488 -3.48340
Cl 1.99728 4.77690 -4.60316
H 1.86401 4.08736 -1.75356
H 1.42815 5.84320 -2.10796
H -0.23655 4.96088 -3.76799
H 0.41081 3.35652 -3.52739
*
```

Values from the calculation:
Kohn-Sham gap in eV: 10.84
ΔE to the lowest compared entry with this formula, charge and spin in eV: 0.496
SMILES: CCOC(=O)C(F)(F)F.CCOC(=O)C(F)(F)F.ClCCCl.ClCCCl.ClCCCl.ClCCCl
Maximum force in Eh/bohr: 0.0494
LUMO in eV: 0.1

---

[2]
The following is a quantum chemistry calculation of 2 unconnected molecules or ions with the total composition C4H6N3O at a distorted geometry, from OMol25.

ORCA input file:
```
! wB97M-V def2-TZVPD RIJCOSX def2/J DEFGRID3
* xyz -1 1
C 1.48339 0.85111 -0.37379
C 1.85359 -1.17348 0.06661
C 0.36679 0.32049 0.28770
C -0.82591 0.96102 0.67550
N 2.42841 -0.08892 -0.48832
N 0.63810 -1.00625 0.55476
N -2.36371 0.11770 -0.48788
O -2.17307 -1.26042 -0.22276
H 1.64073 1.86658 -0.70608
H 2.37016 -2.12104 0.11501
H -1.32468 0.63093 1.57230
H -0.95181 2.00307 0.42122
H -1.22102 -1.39394 -0.01147
H -1.92097 0.29314 -1.40279
*
```

Values from the calculation:
Kohn-Sham gap (spin up / spin down) in eV: 7.48 / 7.48
ΔE to the lowest compared entry with this formula, charge and spin in eV: 0.193
Maximum force in Eh/bohr: 0.0664
LUMO (spin up / spin down) in eV: 4.3 / 4.3

---

[3]
The following is a quantum chemistry calculation of a molecular structure, C3H4CaLiO4 at a distorted geometry, from OMol25.

ORCA input file:
```
! wB97M-V def2-TZVPD RIJCOSX def2/J DEFGRID3
* xyz 1 1
O -0.21362 0.92572 1.26592
C -0.44572 -0.33906 1.45959
C 1.26059 1.19618 1.67350
O -0.91637 -1.06314 0.57640
O 0.32414 -0.82561 2.40341
C 1.53356 -0.04673 2.53476
H 1.15273 2.12855 2.23881
H 2.10755 1.43069 1.02226
H 1.66428 0.19003 3.59419
H 2.36022 -0.66075 2.16180
O 0.11913 0.14246 -2.48497
Ca -0.92440 -1.18096 -1.54336
Li 1.19523 0.35414 -3.80169
*
```

Values from the calculation:
Kohn-Sham gap in eV: 8.03
ΔE to the lowest compared entry with this formula, charge and spin in eV: 0.000
Maximum force in Eh/bohr: 0.0787
LUMO in eV: -3.6

---

[4]
The following is a quantum chemistry calculation of 2 unconnected molecules or ions with the total composition CH4NOS, from OMol25.

ORCA input file:
```
! wB97M-V def2-TZVPD RIJCOSX def2/J DEFGRID3
* xyz -1 1
C 0.39831 -0.72060 0.48493
N 0.00798 -0.21725 -0.80102
O -0.50472 1.99233 0.10244
S -1.26015 -0.88007 -1.49080
H 1.38857 -1.18894 0.38214
H 0.49573 0.12965 1.15920
H -0.29737 -1.45607 0.91075
H -0.22835 2.34095 -0.74763
*
```

Values from the calculation:
Kohn-Sham gap (spin up / spin down) in eV: 7.10 / 6.11
ΔE to the lowest compared entry with this formula, charge and spin in eV: 4.094
Maximum force in Eh/bohr: 0.0132
LUMO (spin up / spin down) in eV: 3.8 / 3.7

---

[5]
The following is a quantum chemistry calculation of a molecular structure, C9H18F6NOPRb at a distorted geometry, from OMol25.

ORCA input file:
```
! wB97M-V def2-TZVPD RIJCOSX def2/J DEFGRID3
* xyz 0 2
Rb -24.97887 -7.82440 19.79003
C -24.07172 -12.46295 15.91399
C -23.71310 -12.49396 17.43503
C -22.65351 -13.59260 17.53430
C -22.09038 -13.72189 18.95969
C -21.62998 -12.32363 19.55151
C -22.65492 -11.10233 19.44493
N -23.14795 -11.22142 18.04550
O -23.94499 -9.95082 17.66140
C -21.84865 -9.84947 19.76367
C -23.70682 -11.45138 20.59155
C -25.03782 -13.04907 18.21710
H -24.71111 -11.59994 15.72828
H -24.45050 -13.43767 15.60648
H -23.18793 -12.25874 15.30955
H -21.80810 -13.36544 16.88485
H -22.96991 -14.59779 17.25574
H -21.30737 -14.47838 18.90743
H -22.82196 -14.23968 19.58000
H -20.70025 -11.98872 19.09160
H -21.23268 -12.42403 20.56154
H -20.83040 -9.85781 19.37483
H -21.80150 -9.78172 20.85054
H -22.43707 -8.96454 19.52123
H -23.32746 -11.01876 21.51731
H -23.61595 -12.51461 20.81378
H -24.74574 -11.19884 20.37951
H -25.60988 -13.67477 17.53202
H -25.68494 -12.18048 18.33924
H -25.12327 -13.49012 19.21021
P -23.23385 -5.42392 17.25672
F -23.23818 -4.58655 18.75084
F -24.79495 -5.96596 17.45748
F -23.77833 -4.04798 16.57314
F -23.31457 -6.10021 15.80801
F -21.71757 -4.88801 17.02446
F -22.67381 -6.75957 17.96123
*
```

Values from the calculation:
<S²>: 0.76
Kohn-Sham gap (spin up / spin down) in eV: 9.22 / 9.13
Maximum force in Eh/bohr: 0.1273
LUMO (spin up / spin down) in eV: -0.9 / -1.6

---

[6]
The following is a quantum chemistry calculation of 3 unconnected molecules or ions with the total composition C5H18NO2 at a distorted geometry, from OMol25.

ORCA input file:
```
! wB97M-V def2-TZVPD RIJCOSX def2/J DEFGRID3
* xyz 1 1
C 0.47832 -0.07376 -1.08237
C 0.59195 1.20936 -0.29852
C 1.22395 2.28932 -1.13468
C 1.61516 0.87787 0.89180
C 1.40011 1.53265 2.26621
N -1.01957 -0.40444 -1.32155
H 0.80063 -0.08632 -2.15170
H 0.95013 -1.02600 -0.73959
H -0.31019 1.51152 0.24937
H 1.31323 3.20756 -0.44494
H 0.72490 2.57452 -2.05040
H 2.29388 2.29640 -1.36197
H 2.57675 1.21775 0.53049
H 1.66658 -0.24085 0.95931
H 0.51270 1.55607 2.84453
H 1.77881 2.54920 2.06721
H 2.18456 1.07388 2.86556
H -1.07058 -1.35015 -1.72729
H -1.41753 0.29884 -1.94346
H -1.63558 -0.49978 -0.50147
H -1.60345 -3.40398 0.06058
H -0.24025 -3.46550 -0.69210
O -1.17892 -3.29405 -0.79727
H -3.22117 -1.28778 1.56170
H -1.82345 -0.84754 1.99032
O -2.30534 -1.25956 1.26063
*
```

Values from the calculation:
Kohn-Sham gap in eV: 11.49
ΔE to the lowest compared entry with this formula, charge and spin in eV: 1.302
Maximum force in Eh/bohr: 0.0697
LUMO in eV: -3.0

---

[7]
The following is a quantum chemistry calculation of a molecular structure, C19H26N7O6P2Pd, from OMol25.

ORCA input file:
```
! wB97M-V def2-TZVPD RIJCOSX def2/J DEFGRID3
* xyz 1 1
Pd -0.33260 -0.41693 0.60991
C 0.42303 0.65302 4.65884
C 0.53192 0.54717 3.26373
N -0.31552 -0.18086 2.56553
C -1.32700 -0.81949 3.20307
C -1.50841 -0.77184 4.57933
C -0.58442 -0.00527 5.31617
C -2.61837 -1.49063 5.14598
C -3.47390 -2.18803 4.36626
C -3.30802 -2.23397 2.93813
C -4.14773 -2.92430 2.04653
C -3.88186 -2.88840 0.70114
C -2.78141 -2.16247 0.22327
N -1.98188 -1.51024 1.04619
C -2.23526 -1.54459 2.37867
H 1.14254 1.25205 5.19639
H 1.31378 1.04178 2.70302
H -0.67869 0.06390 6.39209
H -2.75753 -1.45889 6.21824
H -4.30495 -2.72320 4.80583
H -4.99578 -3.47835 2.42824
H -4.50970 -3.41087 -0.00575
H -2.54285 -2.10192 -0.83001
N -2.80656 2.08990 -2.02312
C -1.29993 1.90097 -1.99628
C -0.65146 2.85965 -2.98775
P -0.89986 0.14150 -2.53632
O -2.40209 -0.37956 -2.90057
O -0.06032 0.14777 -3.74140
O -0.42092 -0.70805 -1.36684
P -0.92543 2.28505 -0.20441
O -1.03416 3.88830 -0.15483
O -2.16133 1.78589 0.47914
O 0.43727 1.78801 0.14443
H -3.25241 1.46677 -2.69860
H -3.03577 3.06381 -2.22049
H -3.10684 1.86798 -1.04094
H -0.92415 2.62277 -4.01564
H 0.43111 2.76607 -2.92129
H -0.93086 3.88788 -2.74993
H -2.38940 -0.75989 -3.78955
H -0.18109 4.33879 -0.17100
C 4.37610 -3.17957 -2.23441
C 5.42134 -2.18223 -1.74774
C 6.08180 -2.65190 -0.45707
C 4.84590 -0.77336 -1.61395
N 3.78628 -0.68279 -0.61133
C 2.47756 -0.90945 -0.71741
N 1.93991 -0.73764 0.47060
N 2.94540 -0.38342 1.29641
N 4.04823 -0.35764 0.66591
H 4.83500 -4.14745 -2.43248
H 3.89221 -2.84748 -3.15487
H 3.60377 -3.34198 -1.47830
H 6.19190 -2.08919 -2.52006
H 5.34603 -2.77020 0.34078
H 6.83765 -1.94713 -0.10967
H 6.56357 -3.61757 -0.60642
H 4.41102 -0.43044 -2.55323
H 5.60595 -0.05899 -1.30125
H 1.94675 -1.15761 -1.62016
*
```

Values from the calculation:
Kohn-Sham gap in eV: 8.28
ΔE to the lowest compared entry with this formula, charge and spin in eV: 0.521
Maximum force in Eh/bohr: 0.0148
LUMO in eV: -3.3

---

[8]
The following is a quantum chemistry calculation of a molecular structure, H6O3 at a distorted geometry, from OMol25.

ORCA input file:
```
! wB97M-V def2-TZVPD RIJCOSX def2/J DEFGRID3
* xyz 0 1
O 0.91900 0.41239 1.03819
H 0.83813 0.24167 0.09982
H 0.99721 -0.45556 1.43415
O -1.11707 0.39372 -0.06557
H -1.73155 1.09070 0.16432
H -1.12024 -0.18912 0.69373
O 0.48509 -0.80399 -0.89252
H 0.88336 -0.58157 -1.73404
H -0.15392 -0.10825 -0.73808
*
```

Values from the calculation:
Kohn-Sham gap in eV: 10.78
ΔE to the lowest compared entry with this formula, charge and spin in eV: 2.357
Maximum force in Eh/bohr: 0.1012
LUMO in eV: 0.7

---

What is the formula in the fifth record?
C9H18F6NOPRb